# 1
45
Properties=species:S:1:pos:R:3:lowdin_charge:R:1 method="wB97M-V/def2-TZVPD" de_lowest_kcal_mol=0.0 homo_energy_ev=-8.61 smiles="CC1(C)C(=O)Nc2nc(-c3nn(CCC(F)(F)C(F)(F)F)c4cc(Cl)ccc34)nnc21" charge=0
O -5.392 3.969 -0.649 0.127
F 4.642 -6.220 0.444 0.168
F 4.880 -4.494 -0.795 0.181
F 2.925 -5.496 -0.688 0.147
F 4.718 -3.563 1.739 0.085
F 3.022 -4.911 2.232 0.109
Cl 5.600 3.145 1.092 0.658
N 1.028 -0.906 -0.407 0.159
N -1.805 -0.406 -0.393 0.081
N -1.320 1.910 -0.144 0.212
N -3.127 -0.208 -0.510 0.134
C -4.585 3.091 -0.572 -0.389
C 0.501 0.254 -0.081 -0.141
C -0.939 0.628 -0.182 -0.244
C -2.645 2.101 -0.288 -0.230
C -3.522 1.045 -0.474 -0.205
C 2.873 3.054 1.129 -0.102
C 1.616 2.446 0.888 -0.007
C 4.008 1.063 0.419 -0.036
C 4.042 2.368 0.890 -0.662
C 1.570 1.154 0.387 -0.117
C 2.763 0.447 0.198 -0.124
N -3.243 3.305 -0.337 0.217
N 2.357 -0.839 -0.246 -0.095
C -5.932 0.956 0.200 -0.005
C -5.233 1.231 -2.179 -0.015
C 4.031 -5.111 0.011 -0.532
C 3.197 -2.047 -0.215 -0.089
C 2.608 -3.041 0.847 -0.045
C 3.594 -4.188 1.221 -0.391
C -4.883 1.584 -0.743 -0.391
H 2.940 4.091 1.444 0.103
H 0.680 3.018 1.005 0.104
H 4.942 0.582 0.240 0.095
H -2.828 4.206 -0.244 0.170
H -6.898 1.462 -0.009 0.100
H -5.684 1.112 1.255 0.092
H -6.038 -0.107 0.062 0.082
H -6.203 1.680 -2.438 0.102
H -5.296 0.182 -2.413 0.090
H -4.501 1.612 -2.849 0.084
H 4.219 -1.721 0.059 0.126
H 3.227 -2.517 -1.216 0.130
H 1.657 -3.431 0.504 0.119
H 2.434 -2.492 1.805 0.147

=====

# 2
38
Properties=species:S:1:pos:R:3:lowdin_charge:R:1 method="wB97M-V/def2-TZVPD" de_lowest_kcal_mol=368.3 homo_energy_ev=-8.63 smiles="O=C(OCc1ccccn1)c1ccc(COc2ccccc2Cl)o1" charge=0
O 2.013 1.558 -2.168 0.141
C 0.891 1.463 -1.746 -0.467
O 0.439 2.437 -0.956 0.013
C 1.342 3.656 -0.867 -0.095
C 2.497 3.379 -0.052 -0.257
N 3.457 4.383 0.092 0.084
C 4.389 4.314 0.955 -0.073
C 4.630 3.008 1.874 0.011
C 3.571 2.159 1.928 -0.062
C 2.374 2.349 1.022 0.066
H 1.651 1.691 1.260 0.052
H 3.623 1.348 2.691 0.107
H 5.373 2.938 2.362 -0.032
H 5.268 4.812 1.015 0.057
H 1.924 3.927 -1.846 0.158
H 0.690 4.655 -0.441 0.203
C -0.089 0.549 -1.991 -0.342
C 0.092 -0.617 -2.536 0.067
C -1.086 -1.522 -2.291 0.174
C -1.917 -0.457 -1.508 -0.194
O -1.116 0.573 -1.347 0.151
C -3.269 -0.542 -0.943 -0.006
O -3.612 -2.032 -0.725 -0.069
C -3.021 -2.571 0.263 -0.388
C -1.796 -2.360 1.037 -0.043
C -1.468 -3.021 1.987 -0.201
C -1.837 -4.225 1.950 -0.270
C -2.671 -4.932 1.400 -0.022
C -3.338 -3.917 0.314 -0.414
Cl -4.566 -4.703 -0.772 0.584
H -2.943 -5.942 1.439 0.095
H -1.214 -4.927 2.801 0.186
H -0.710 -2.529 2.672 0.167
H -1.732 -1.084 0.783 0.190
H -3.990 -0.319 -1.924 0.209
H -3.407 -0.137 -0.014 0.097
H -1.272 -2.461 -2.799 0.104
H 0.830 -0.900 -2.920 0.015

=====

# 3
38
Properties=species:S:1:pos:R:3:lowdin_charge:R:1 method="wB97M-V/def2-TZVPD" de_lowest_kcal_mol=26.2 homo_energy_ev=-7.54 charge=0
C -4.067 2.492 -0.347 -0.067
C -2.568 2.545 -0.295 -0.202
C -1.764 1.420 -0.248 -0.105
N -0.424 1.369 -0.168 0.073
C 0.232 2.569 -0.128 -0.540
O 1.453 2.720 0.042 -0.029
N -0.509 3.731 -0.264 0.190
C -1.892 3.832 -0.315 -0.449
O -2.401 4.946 -0.375 0.033
H -4.498 3.502 -0.362 0.075
H -4.425 1.959 -1.244 0.077
H -4.481 1.960 0.526 0.077
H -2.237 0.424 -0.271 0.124
H 0.030 4.591 -0.237 0.161
F -0.137 -4.201 -4.265 0.059
C 0.069 -3.334 -3.222 -0.222
C -0.034 -1.958 -3.453 0.018
C 0.206 -1.105 -2.386 0.012
C 0.613 -1.578 -1.100 -0.167
C 1.044 -0.585 -0.172 0.097
C 1.475 -0.766 1.179 -0.160
C 1.792 0.417 1.902 0.021
C 2.248 0.421 3.203 0.030
C 2.431 -0.817 3.821 -0.222
F 2.921 -0.854 5.100 0.059
C 2.148 -2.023 3.184 0.008
C 1.638 -1.990 1.890 0.008
C 0.543 -2.995 -0.902 0.015
C 0.366 -3.871 -1.971 0.013
H -0.283 -1.577 -4.444 0.130
H 0.116 -0.025 -2.524 0.128
H 1.365 0.349 -0.626 0.109
H 1.710 1.371 1.391 0.085
H 2.475 1.354 3.718 0.133
H 2.325 -2.974 3.689 0.127
H 1.422 -2.938 1.420 0.082
H 0.653 -3.432 0.082 0.089
H 0.445 -4.951 -1.828 0.130

=====

# 4
46
Properties=species:S:1:pos:R:3:mulliken_spin:R:1 method="wB97M-V/def2-TZVPD" s_squared=6.09 de_lowest_kcal_mol=0.0 homo_energy_ev="1.13 / -2.24" spin_multiplicity=5 charge=-2
C -3.665 0.196 1.153 0.221
O -2.433 0.220 1.884 -0.043
C -1.301 -0.419 1.461 0.192
C -0.367 -0.936 2.432 0.380
C 0.025 -2.360 2.159 -0.075
C 0.667 -2.508 0.753 0.014
C 0.057 -1.576 -0.218 0.395
C -0.860 -0.589 0.096 0.039
Fe 0.485 0.661 1.411 1.616
C 1.625 0.540 2.705 -0.087
O 2.415 0.519 3.554 0.009
C -0.121 2.169 1.998 0.036
O -0.173 3.264 2.385 -0.023
C 1.734 1.304 0.331 0.181
O 2.692 1.723 -0.167 0.021
H -4.126 1.179 1.302 -0.017
H -3.517 -0.007 0.085 -0.024
H -4.292 -0.578 1.608 -0.016
H -0.610 -0.740 3.482 0.012
H 0.713 -2.750 2.923 -0.018
H -0.887 -2.971 2.168 0.008
H 1.711 -2.138 0.905 0.070
H 0.363 -1.709 -1.257 0.052
H -1.384 -0.039 -0.696 -0.011
F -2.062 -6.298 -1.415 0.001
C -0.983 -5.502 -1.386 0.000
F 0.040 -6.106 -2.031 0.001
F -1.262 -4.332 -2.015 0.004
S -0.548 -5.137 0.410 0.032
C 0.880 -3.932 0.248 0.115
C 2.117 -4.522 0.905 0.109
C 3.365 -4.354 0.262 -0.052
C 4.549 -4.640 0.918 0.130
C 4.497 -5.060 2.262 -0.031
N 5.690 -5.028 3.042 0.210
O 5.624 -5.279 4.266 0.205
O 6.764 -4.714 2.479 0.203
C 3.258 -5.280 2.899 0.149
C 2.080 -5.002 2.226 -0.072
O -1.707 -4.462 0.955 -0.001
O -0.080 -6.402 0.921 0.003
H 0.996 -3.948 -0.848 -0.007
H 3.383 -3.968 -0.762 0.001
H 5.521 -4.505 0.440 0.034
H 3.247 -5.648 3.924 0.030
H 1.134 -5.148 2.753 0.007

=====

# 5
42
Properties=species:S:1:pos:R:3:lowdin_charge:R:1 method="wB97M-V/def2-TZVPD" de_lowest_kcal_mol=58.5 homo_energy_ev=-7.41 charge=0
C -2.266 -2.786 -1.551 -0.288
C -3.133 -0.032 -0.198 -0.232
H -2.123 -2.682 -2.635 0.004
H -3.235 -2.427 -1.263 -0.038
H -1.956 -3.723 -1.082 -0.051
H -3.263 0.776 -0.920 0.002
H -3.826 -0.799 -0.467 -0.012
H -3.127 0.310 0.799 0.009
C 1.630 -1.897 -1.890 -0.131
C 2.945 -1.770 -2.362 -0.019
C 3.425 -0.487 -2.678 -0.029
C 2.582 0.605 -2.477 0.006
H 1.262 -2.895 -1.641 0.074
H 3.573 -2.658 -2.480 0.117
H 4.434 -0.340 -3.061 0.116
H 2.893 1.631 -2.718 0.111
N 0.817 -0.859 -1.668 0.032
C 1.293 0.394 -1.955 -0.188
C 0.418 1.529 -1.671 -0.184
N -0.842 1.235 -1.275 0.049
C -1.588 2.217 -0.764 -0.133
C -0.027 3.901 -1.328 -0.026
C -1.282 3.552 -0.843 -0.029
H -2.517 1.977 -0.250 0.089
H -2.058 4.253 -0.513 0.124
C 0.844 2.876 -1.723 0.017
H 1.837 3.083 -2.077 0.095
H 0.257 4.947 -1.389 0.115
Sn -1.386 -1.071 -0.640 1.049
I -0.167 -3.181 1.056 0.373
F 1.647 -1.147 5.784 0.102
C 1.031 -0.805 4.644 -0.144
C 1.739 -0.807 3.445 -0.162
F 3.025 -1.197 3.410 0.104
C 1.113 -0.431 2.281 -0.248
F 1.771 -0.402 1.109 0.058
C -0.282 -0.168 2.269 -0.372
O -0.911 -0.048 1.147 -0.289
C -0.975 -0.109 3.510 -0.123
F -2.300 0.199 3.530 0.087
C -0.312 -0.418 4.676 -0.135
F -0.959 -0.345 5.860 0.100

=====

# 6
42
Properties=species:S:1:pos:R:3:mulliken_spin:R:1 method="wB97M-V/def2-TZVPD" s_squared=2.03 de_lowest_kcal_mol=29.6 homo_energy_ev="-6.34 / -8.43" spin_multiplicity=3 charge=0
C 0.577 0.878 1.792 0.007
C 0.511 -0.756 1.847 -0.007
H 1.565 1.287 1.608 0.004
H 0.297 0.985 2.897 0.001
H -0.178 1.608 1.387 -0.008
H 0.672 -1.581 1.124 -0.009
H 1.410 -0.900 2.483 0.002
H -0.435 -1.036 2.336 0.004
C 0.042 2.707 -1.650 0.135
C 0.141 3.470 -2.784 -0.027
C 0.054 2.879 -4.037 0.141
C -0.156 1.527 -4.149 -0.046
H 0.094 3.066 -0.607 0.012
H 0.290 4.524 -2.665 0.001
H 0.137 3.482 -4.937 0.011
H -0.273 1.017 -5.087 0.003
N -0.181 1.381 -1.808 0.034
C -0.232 0.729 -3.031 0.150
C -0.403 -0.737 -3.020 0.122
N -0.493 -1.374 -1.799 0.035
C -0.568 -2.717 -1.631 0.110
C -0.588 -2.911 -4.011 0.116
C -0.606 -3.488 -2.755 -0.008
H -0.628 -3.065 -0.581 0.008
H -0.657 -4.554 -2.626 0.002
C -0.517 -1.542 -4.137 -0.032
H -0.559 -1.028 -5.068 0.004
H -0.640 -3.520 -4.905 0.010
Ti -0.128 -0.023 -0.492 1.207
I 2.589 -0.378 -0.671 -0.007
F -2.736 0.483 6.381 0.000
C -2.750 0.421 5.028 -0.004
C -2.695 1.588 4.291 -0.001
F -2.681 2.786 4.895 0.000
C -2.674 1.517 2.891 -0.011
F -2.684 2.680 2.181 0.000
C -2.643 0.280 2.237 0.029
S -2.344 0.167 0.442 0.029
C -2.803 -0.878 3.004 -0.014
F -2.932 -2.093 2.404 0.000
C -2.850 -0.809 4.404 -0.001
F -3.008 -1.939 5.117 0.000